1.
A cluster of 2 separate species, C9H9N6O6 in total, computed with ωB97M-V/def2-TZVPD.

```
! RIJCOSX wB97M-V def2-TZVPD def2/J DEFGRID3
* xyz -1 1
C 1.763 3.255 4.491
C 1.867 2.238 3.372
O 0.546 1.998 2.814
C 0.535 1.087 1.797
C -0.843 0.979 1.269
N -1.258 -0.129 0.610
O -2.397 -0.134 0.024
O -0.477 -1.137 0.535
O 1.551 0.562 1.386
H 2.789 3.437 4.815
H 1.363 4.226 4.167
H 1.226 2.878 5.374
H 2.551 2.639 2.597
H 2.276 1.301 3.795
H -1.555 1.800 1.426
O -1.341 1.423 -3.371
N -1.936 0.332 -3.487
C -1.386 -0.802 -2.808
C -0.250 -0.688 -2.014
N 0.496 -1.824 -1.871
N 1.710 -1.948 -1.213
N 2.018 -3.212 -1.230
N 1.043 -3.974 -1.840
C 0.072 -3.101 -2.203
C -1.214 -3.217 -2.811
C -1.942 -2.085 -3.096
O -2.965 0.160 -4.187
H 0.157 0.248 -1.635
H -1.491 -4.223 -3.110
H -2.908 -2.087 -3.597
*
```

---

2.
A structure of composition C18H13BaF3N5O5S, computed with ωB97M-V/def2-TZVPD.

```
! RIJCOSX wB97M-V def2-TZVPD def2/J DEFGRID3
* xyz -1 1
Ba 0.090 0.986 -0.999
C 0.419 -2.931 3.587
C -0.343 -1.922 3.020
C -0.126 -1.528 1.707
C 0.882 -2.157 0.980
C 1.652 -3.178 1.538
C 1.414 -3.560 2.843
N 1.106 -1.710 -0.351
N 1.921 -2.359 -1.018
C 2.199 -1.829 -2.312
C 2.858 -2.684 -3.183
C 3.203 -2.189 -4.428
C 2.884 -0.878 -4.749
C 2.213 -0.104 -3.817
N 1.896 -0.574 -2.607
H 0.244 -3.228 4.612
H -1.113 -1.431 3.599
H -0.764 -0.746 1.300
H 2.429 -3.641 0.948
H 2.008 -4.345 3.295
H 3.088 -3.693 -2.873
H 3.720 -2.814 -5.145
H 3.138 -0.460 -5.713
H 1.930 0.920 -4.032
O -0.529 4.982 4.217
C -0.396 4.247 3.267
C -1.351 3.196 2.785
O -2.455 2.899 3.245
C -0.744 2.579 1.625
C 0.534 3.130 1.347
O 1.284 2.776 0.382
C 0.831 4.153 2.374
O 1.836 4.824 2.486
O -1.311 1.636 0.962
F -2.510 2.246 -3.592
C -1.204 1.769 -3.552
F -0.493 2.776 -4.231
F -1.230 0.745 -4.517
N -3.965 1.201 -0.044
C -3.738 0.106 0.716
N -3.620 0.321 2.035
S -3.648 -1.432 0.038
H -3.641 2.085 0.322
H -3.878 1.075 -1.039
H -3.311 1.230 2.384
H -3.404 -0.488 2.588
*
```

---

3.
The ion C14H24N3O3 with charge +1, computed with ωB97M-V/def2-TZVPD.

```
! RIJCOSX wB97M-V def2-TZVPD def2/J DEFGRID3
* xyz 1 1
C -0.720 3.690 -1.607
C 0.697 4.086 -2.276
C 1.744 2.865 -2.206
N 1.309 1.657 -3.030
C 1.156 0.563 -2.042
C 2.410 -0.077 -1.351
N 2.298 -1.160 -0.372
C 1.013 -1.687 0.057
N 1.059 -2.791 1.062
C 1.341 -2.080 2.375
C 2.916 -2.058 2.760
C -0.294 -1.097 -0.533
C -1.703 -1.686 0.013
O -1.955 -0.935 1.245
C -3.141 -1.435 1.921
C -2.677 -1.765 3.450
C -0.267 0.028 -1.617
C -1.636 0.559 -2.218
O -1.747 0.622 -3.475
O -2.758 0.924 -1.432
H -1.157 4.489 -0.921
H -1.486 3.369 -2.407
H -0.523 2.734 -0.982
H 1.122 4.949 -1.634
H 0.586 4.526 -3.339
H 1.889 2.604 -1.097
H 2.761 3.278 -2.576
H 0.391 1.833 -3.465
H 3.481 0.266 -1.574
H 3.158 -1.556 0.057
H 1.899 -3.351 0.797
H 0.772 -2.530 3.257
H 0.990 -0.986 2.245
H 3.080 -2.342 3.867
H 3.248 -0.949 2.688
H 3.565 -2.713 2.075
H -2.539 -1.512 -0.770
H -1.653 -2.817 0.190
H -3.855 -0.528 2.027
H -3.649 -2.321 1.411
H -2.019 -0.861 3.754
H -1.960 -2.668 3.448
H -3.561 -1.885 4.163
H -3.588 0.750 -1.939
*
```

Output
Structure (SMILES): CCCNc1c[nH]/c(=[NH+]\CC)c(COCC)c1C(=O)O

---

Going through the records in order, we get gap between HOMO and LUMO values of 6.254, 4.908, 7.510 eV.